Record 1
{"formula": "C23H18Cl2N3", "method": "wB97M-V/def2-TZVPD", "elements": ["C", "C", "C", "C", "C", "N", "C", "C", "C", "N", "C", "C", "N", "C", "C", "C", "C", "C", "C", "C", "Cl", "C", "C", "C", "C", "C", "C", "Cl", "H", "H", "H", "H", "H", "H", "H", "H", "H", "H", "H", "H", "H", "H", "H", "H", "H", "H"], "positions_angstrom": [[0.7553, 1.1521, 2.4181], [0.0283, 1.0976, 1.0714], [-0.8610, 2.1249, 0.7614], [-1.3579, 2.3317, -0.5373], [-2.2276, 3.5282, -0.8523], [-2.6339, 4.3319, 0.1497], [-3.4415, 5.3606, -0.1087], [-3.8841, 5.5500, -1.4338], [-3.4598, 4.6619, -2.4308], [-2.6257, 3.6858, -2.1102], [-0.9301, 1.4008, -1.5014], [-0.0875, 0.3299, -1.1063], [0.3351, 0.1776, 0.1616], [1.1680, -0.9822, 0.5475], [0.3345, -2.1432, 1.1760], [-1.0413, -2.3158, 0.8589], [-1.7773, -3.3301, 1.4763], [-1.2037, -4.1833, 2.4387], [0.1407, -3.9723, 2.7987], [0.9372, -3.0160, 2.1714], [2.6432, -2.9591, 2.5560], [2.0647, -1.4787, -0.5901], [1.6772, -2.4940, -1.4875], [2.5469, -2.9234, -2.4933], [3.8429, -2.3700, -2.6151], [4.2569, -1.4288, -1.6655], [3.3880, -0.9625, -0.6574], [3.8875, 0.2217, 0.5259], [1.8046, 0.9733, 2.3022], [0.3853, 0.3887, 3.1106], [0.6370, 2.1515, 2.9122], [-1.0532, 2.8815, 1.5008], [-3.8650, 5.9553, 0.6663], [-4.5958, 6.3239, -1.6555], [-3.8028, 4.7193, -3.4856], [-1.2611, 1.4651, -2.5373], [0.1548, -0.3818, -1.8850], [1.8169, -0.6168, 1.3091], [-1.5080, -1.6176, 0.1661], [-2.8101, -3.4474, 1.1515], [-1.7383, -5.0310, 2.8630], [0.5735, -4.5893, 3.6074], [0.6748, -2.9423, -1.3256], [2.2810, -3.7440, -3.1568], [4.5262, -2.7714, -3.3531], [5.3050, -1.1124, -1.7121]], "forces_ev_per_a": [[-1.106, 0.342, 0.228], [-0.137, 1.789, 1.719], [0.275, 0.232, -0.787], [0.456, -0.204, 0.413], [-1.128, 1.014, 0.071], [0.705, -0.521, 0.665], [-0.009, -1.486, -2.571], [0.023, -0.216, 0.142], [-0.151, 0.590, 0.639], [0.649, -1.136, -0.499], [0.516, -0.774, 0.699], [-1.888, 1.491, -1.180], [0.176, -0.498, -1.101], [-0.174, -2.111, -0.382], [-0.113, -0.064, 0.747], [1.588, -0.074, 0.961], [-0.037, -0.396, -0.016], [0.627, 0.972, -0.791], [-0.063, -0.496, 0.357], [-1.260, 0.796, -1.291], [-0.612, 0.312, -0.197], [0.834, 0.240, 0.103], [-0.100, 0.307, 0.358], [0.535, 0.149, 0.029], [-1.301, -0.170, 1.276], [0.377, 0.175, 0.080], [-0.762, -0.889, -0.944], [0.351, -0.169, -0.521], [0.631, 0.024, -0.165], [-0.060, 0.054, -0.092], [-0.099, -0.934, -0.664], [-0.154, 0.011, 0.235], [0.221, 0.313, 0.749], [-0.085, 0.246, -0.099], [0.298, 0.030, 0.893], [0.181, 0.023, 0.300], [0.379, -0.241, 0.519], [0.352, 0.049, 0.448], [-0.034, -0.283, 0.076], [0.170, -0.137, 0.271], [-0.041, 0.415, 0.003], [-0.140, 0.357, -0.705], [0.811, 0.199, -0.356], [-0.176, 0.257, 0.129], [-0.001, 0.230, 0.041], [-0.526, 0.181, 0.209]], "lumo_energy_ev": -4.1, "smiles": "Cc1cc(-c2ncccn2)cc[n+]1C(c1ccccc1Cl)c1ccccc1Cl", "homo_lumo_gap_ev": 7.82, "total_charge": 1, "max_force_ev_per_a": 2.969, "e_homo_ev": -11.88, "de_lowest_kcal_mol": 9.0}

Record 2
{"formula": "C23H18ClN4O6S4SbTc", "method": "wB97M-V/def2-TZVPD", "elements": ["Tc", "C", "C", "O", "C", "C", "C", "N", "N", "C", "O", "C", "C", "C", "C", "C", "C", "H", "H", "H", "H", "H", "H", "H", "H", "H", "H", "H", "H", "O", "C", "O", "C", "C", "Cl", "N", "N", "C", "C", "O", "O", "C", "C", "C", "C", "C", "C", "H", "H", "H", "H", "H", "H", "S", "Sb", "S", "S", "S"], "positions_angstrom": [[0.6835, 1.5896, -0.3003], [3.7626, 1.2682, 2.6821], [2.3879, 1.3198, 2.0921], [2.3112, 1.1470, 0.8317], [1.2885, 1.5299, 2.9378], [-0.0527, 1.4899, 2.5911], [-1.1084, 1.6548, 3.6325], [-0.4426, 1.3143, 1.3157], [-1.7576, 1.1071, 1.0966], [-1.9866, 0.9032, -0.1715], [-0.9528, 0.8797, -0.9958], [-3.3208, 0.6305, -0.6846], [-3.5087, 0.5132, -2.0630], [-4.7644, 0.2279, -2.5668], [-5.8315, 0.0574, -1.6949], [-5.6496, 0.1814, -0.3230], [-4.3983, 0.4687, 0.1879], [4.4951, 1.0763, 1.9026], [3.8136, 0.4873, 3.4415], [3.9976, 2.2174, 3.1657], [1.5130, 1.6858, 3.9832], [-0.6657, 1.8120, 4.6115], [-1.7522, 0.7753, 3.6609], [-1.7486, 2.4986, 3.3721], [-2.6647, 0.6581, -2.7238], [-4.9116, 0.1387, -3.6342], [-6.8149, -0.1723, -2.0842], [-6.4839, 0.0513, 0.3529], [-4.2378, 0.5663, 1.2529], [4.9080, -1.1747, -3.8319], [4.7658, -1.7938, -2.6735], [5.5927, -2.5427, -2.2369], [3.4900, -1.5579, -1.9135], [2.9759, -2.4250, -0.9664], [3.6073, -3.8775, -0.3929], [1.8329, -1.8865, -0.4735], [1.5749, -0.7070, -1.0458], [2.5562, -0.4996, -1.9214], [2.4449, 0.6716, -2.8044], [2.9641, 0.7804, -3.8819], [1.5999, 1.5915, -2.3033], [0.8252, -2.5213, 0.3227], [0.3281, -3.7602, -0.0541], [-0.7228, -4.3085, 0.6642], [-1.2713, -3.6229, 1.7380], [-0.7511, -2.3943, 2.1185], [0.3074, -1.8457, 1.4150], [4.2152, -0.5180, -4.0334], [0.7479, -4.2881, -0.8994], [-1.1231, -5.2696, 0.3721], [-2.0988, -4.0499, 2.2887], [-1.1697, -1.8674, 2.9661], [0.7588, -0.9124, 1.7154], [-2.2167, 4.3181, -1.8782], [-0.3792, 5.5112, -1.4378], [0.9572, 3.7272, -0.0082], [0.7127, 2.6803, -3.5077], [1.3680, 4.4651, -3.2052]], "forces_ev_per_a": [[0.380, 1.001, 0.632], [-0.001, -0.041, -0.141], [0.261, 0.063, 0.004], [-0.479, -0.145, -0.202], [-0.240, 0.196, -0.013], [0.017, -0.006, 0.208], [-0.038, -0.096, 0.042], [0.719, 0.168, -0.915], [-0.441, -0.115, 0.170], [0.148, 0.063, 0.472], [0.132, 0.096, -0.193], [-0.077, -0.028, -0.259], [0.118, 0.040, 0.057], [-0.016, 0.000, 0.053], [-0.063, -0.003, -0.027], [0.010, -0.001, 0.078], [0.109, 0.036, -0.002], [0.001, -0.029, 0.022], [0.017, 0.004, 0.016], [-0.052, 0.013, 0.025], [0.014, -0.037, 0.003], [0.027, 0.022, -0.011], [-0.010, 0.016, -0.020], [-0.007, -0.011, 0.002], [-0.029, -0.015, -0.026], [-0.008, 0.001, -0.001], [0.012, 0.011, -0.010], [-0.021, -0.003, -0.034], [-0.032, -0.009, -0.002], [0.261, 0.151, -0.289], [-0.199, -0.110, 0.311], [-0.019, 0.027, -0.062], [-0.090, 0.160, -0.201], [0.169, 0.191, 0.087], [-0.097, -0.085, 0.041], [-0.007, -0.127, 0.014], [-0.008, 0.572, -0.268], [0.030, -0.426, 0.249], [0.248, -0.080, -0.450], [0.035, -0.040, 0.268], [-0.326, 0.310, 0.360], [-0.243, -0.114, 0.190], [0.021, 0.065, -0.077], [0.007, -0.013, 0.008], [-0.017, 0.007, 0.055], [-0.030, -0.017, 0.001], [0.214, 0.005, -0.048], [-0.129, -0.049, 0.100], [-0.025, 0.037, -0.042], [0.014, -0.001, 0.003], [0.004, -0.011, -0.021], [0.029, -0.004, 0.008], [-0.029, 0.033, 0.017], [0.712, 0.414, 0.146], [-0.800, -0.532, -0.711], [0.032, -1.692, 0.190], [-0.235, -0.262, 0.004], [0.027, 0.403, 0.187]], "lumo_energy_ev": [-5.9, -5.6], "homo_lumo_gap_ev": [5.22, 5.53], "total_charge": 1, "max_force_ev_per_a": 1.703, "e_homo_ev": [-11.09, -11.12], "de_lowest_kcal_mol": 0.0}